# 1
Density functional theory data (the ωB97M-V functional and the def2-TZVPD basis) for a cluster of 6 separate species, C20H33N3O9 in total.

Calculated values
HOMO: -9.76 eV
SMILES: O=C=Nc1cc(N=C=O)c2c(c1)C(=O)NC2=O.CCO.CCO.CCO.CCO.CCO
E: -1622.7025 Ha

Each line ends with the natural charge from an NBO analysis.
Geometry (Å):
1 O 3.72 -3.28 1.70  -0.472
2 C 3.44 -2.97 0.40  0.878
3 N 3.02 -2.53 -0.86  -0.565
4 C 1.91 -1.53 -0.56  0.143
5 C 2.33 0.05 -0.43  -0.223
6 C 1.16 1.18 -0.06  0.178
7 N 1.45 2.66 0.12  -0.529
8 C 2.15 2.73 1.32  0.880
9 O 2.69 2.68 2.57  -0.469
10 C -0.36 0.61 0.15  -0.155
11 C -0.78 -0.97 -0.01  -0.119
12 C 0.35 -2.10 -0.35  -0.192
13 C -2.40 -1.05 0.24  0.665
14 O -3.34 -1.88 -0.24  -0.497
15 N -2.60 0.18 1.16  -0.694
16 C -1.78 1.33 0.54  0.663
17 O -2.19 2.60 0.39  -0.499
18 H 3.46 0.38 -0.61  0.311
19 H 0.05 -3.23 -0.44  0.272
20 H -1.91 -0.10 1.92  0.405
21 C -0.73 5.82 1.87  -0.638
22 C -0.66 5.21 3.26  -0.059
23 O -1.75 4.31 3.45  -0.720
24 H -1.68 6.36 1.74  0.215
25 H 0.09 6.52 1.71  0.205
26 H -0.70 5.05 1.10  0.209
27 H -0.72 5.98 4.03  0.176
28 H 0.28 4.65 3.39  0.150
29 H -1.68 3.62 2.77  0.466
30 C 6.47 2.26 -3.01  -0.640
31 C 6.54 1.65 -1.63  -0.055
32 O 5.45 0.75 -1.43  -0.763
33 H 5.52 2.80 -3.14  0.207
34 H 7.29 2.96 -3.17  0.209
35 H 6.50 1.49 -3.78  0.220
36 H 6.48 2.42 -0.86  0.175
37 H 7.48 1.10 -1.49  0.158
38 H 5.52 0.06 -2.12  0.492
39 C 6.08 -2.68 -5.17  -0.634
40 C 5.60 -2.03 -3.89  -0.068
41 O 5.66 -0.62 -4.02  -0.746
42 H 7.11 -2.38 -5.40  0.216
43 H 6.04 -3.78 -5.10  0.218
44 H 5.47 -2.37 -6.02  0.200
45 H 6.23 -2.33 -3.05  0.181
46 H 4.57 -2.32 -3.67  0.168
47 H 5.09 -0.37 -4.76  0.477
48 C -5.38 -2.91 4.07  -0.634
49 C -5.03 -1.44 4.15  -0.057
50 O -3.84 -1.19 3.43  -0.733
51 H -4.57 -3.53 4.47  0.205
52 H -6.30 -3.13 4.63  0.212
53 H -5.52 -3.22 3.03  0.211
54 H -4.87 -1.14 5.19  0.176
55 H -5.84 -0.82 3.73  0.157
56 H -3.99 -1.45 2.50  0.465
57 C -6.85 -2.39 -1.12  -0.633
58 C -8.03 -2.36 -0.17  -0.060
59 O -7.59 -2.00 1.13  -0.725
60 H -6.10 -3.11 -0.78  0.217
61 H -7.17 -2.68 -2.13  0.208
62 H -6.37 -1.41 -1.17  0.202
63 H -8.50 -3.35 -0.11  0.175
64 H -8.78 -1.64 -0.50  0.154
65 H -7.19 -1.12 1.07  0.462

***

# 2
Density functional theory data (the ωB97M-V functional and the def2-TZVPD basis) for a structure of composition C20H33NO12Zr.

Calculated values
HOMO: -14.16 eV
E: -1785.9106 Ha
Total charge: +2

Each line ends with the Mulliken charge.
Geometry (Å):
1 Zr -0.52 11.68 -10.27  1.688
2 C -2.04 6.87 -10.20  -1.688
3 C -1.03 7.61 -11.12  1.795
4 C -0.46 6.61 -12.12  -1.379
5 C -1.44 6.13 -13.18  -0.884
6 C -2.17 7.35 -13.77  -1.319
7 C -2.55 8.53 -12.86  1.922
8 N -1.53 8.78 -11.77  0.864
9 O -1.68 9.84 -10.95  -0.563
10 C -3.91 8.30 -12.24  -1.691
11 C -2.53 9.84 -13.64  -2.442
12 C 0.29 7.93 -10.34  -2.241
13 H -1.51 6.54 -9.31  0.441
14 H -2.64 6.02 -10.52  0.306
15 H -2.77 7.57 -9.80  0.398
16 H -0.23 5.63 -11.68  0.444
17 H 0.44 6.86 -12.68  0.499
18 H -2.21 5.45 -12.78  0.372
19 H -1.03 5.56 -14.01  0.422
20 H -3.11 6.97 -14.17  0.406
21 H -1.73 7.72 -14.70  0.570
22 H -4.05 7.26 -11.95  0.444
23 H -4.66 8.41 -13.03  0.496
24 H -4.15 8.95 -11.40  0.231
25 H -3.11 9.75 -14.55  0.566
26 H -1.50 9.98 -13.98  0.462
27 H -2.75 10.78 -13.13  0.361
28 H 0.07 8.41 -9.38  0.329
29 H 0.88 8.69 -10.85  0.415
30 H 0.83 7.04 -10.03  0.560
31 C 0.36 13.01 -14.19  -1.156
32 C -0.05 12.40 -12.88  1.381
33 O -1.05 12.69 -12.17  -0.894
34 O 0.74 11.71 -12.12  -0.634
35 H 1.44 13.22 -14.22  0.461
36 H -0.07 14.00 -14.30  0.454
37 H 0.21 12.26 -14.97  0.313
38 C -4.40 12.89 -17.32  -0.381
39 C -3.55 13.28 -16.10  -0.217
40 O -2.26 12.83 -16.49  -0.186
41 C -2.24 12.60 -17.83  0.590
42 O -1.28 12.22 -18.45  -0.538
43 O -3.42 12.90 -18.37  -0.340
44 H -4.99 13.75 -17.64  0.298
45 H -4.88 11.92 -17.26  0.284
46 H -3.90 12.75 -15.22  0.199
47 H -3.59 14.33 -15.82  0.298
48 C 1.41 15.00 -17.55  0.197
49 C 2.72 15.79 -17.63  -0.265
50 O 2.30 17.13 -17.43  -0.343
51 C 0.94 17.23 -17.44  0.626
52 O 0.31 18.24 -17.45  -0.509
53 O 0.41 16.01 -17.46  -0.290
54 H 1.44 14.37 -16.66  -0.238
55 H 1.15 14.31 -18.35  0.317
56 H 3.26 15.58 -18.55  0.260
57 H 3.35 15.59 -16.76  0.253
58 C 4.82 11.11 -10.79  -0.358
59 C 4.76 9.73 -10.17  -0.230
60 O 3.46 9.74 -9.51  -0.279
61 C 2.77 10.77 -9.95  0.708
62 O 1.54 10.84 -9.80  -0.439
63 O 3.48 11.56 -10.69  -0.317
64 H 5.20 11.08 -11.81  0.285
65 H 5.33 11.96 -10.33  0.306
66 H 5.58 9.68 -9.46  0.282
67 H 4.79 8.91 -10.89  0.315

***

# 3
Density functional theory data (the ωB97M-V functional and the def2-TZVPD basis) for a structure of composition C20H33O3Si.

Calculated values
HOMO: -11.41 eV
Energy relative to the best compared isomer or geometry (same formula, charge and spin): 28.76 kcal per mole
E: -1296.7694 Ha
Total charge: +1

Each line ends with the natural charge from an NBO analysis.
Geometry (Å):
1 C 3.02 0.81 -0.48  -1.145
2 Si 2.11 1.83 0.81  1.878
3 C 2.48 1.41 2.60  -1.138
4 C 2.49 3.65 0.47  -1.140
5 O 0.45 1.57 0.57  -0.822
6 C -0.78 1.39 1.06  0.625
7 C -1.34 0.14 0.82  -0.317
8 C -2.75 -0.16 1.37  -0.419
9 C -3.83 0.22 0.35  -0.392
10 C -4.18 1.71 0.35  -0.412
11 C -3.18 2.63 -0.41  -0.411
12 C -2.20 3.43 0.50  -0.382
13 C -1.48 2.62 1.60  -0.502
14 H 4.11 0.84 -0.29  0.255
15 H 2.71 -0.24 -0.51  0.244
16 H 2.87 1.24 -1.48  0.252
17 H 3.51 1.71 2.85  0.260
18 H 1.79 1.98 3.23  0.242
19 H 2.34 0.34 2.81  0.240
20 H 3.55 3.86 0.72  0.256
21 H 2.32 3.93 -0.58  0.250
22 H 1.87 4.30 1.10  0.240
23 H -1.07 -0.24 -0.32  0.443
24 H -2.86 -1.24 1.50  0.220
25 H -2.93 0.28 2.38  0.235
26 H -3.45 -0.03 -0.65  0.193
27 H -4.77 -0.35 0.48  0.227
28 H -5.17 1.83 -0.15  0.230
29 H -4.29 2.08 1.39  0.200
30 H -2.60 2.06 -1.17  0.197
31 H -3.77 3.38 -0.95  0.232
32 H -1.43 3.88 -0.15  0.220
33 H -2.77 4.26 0.97  0.231
34 H -2.18 2.37 2.43  0.241
35 H -0.74 3.30 2.06  0.254
36 C 3.09 -4.07 -4.31  -0.263
37 O 1.66 -3.85 -4.18  -0.480
38 C 1.19 -3.43 -2.96  0.347
39 C -0.20 -3.27 -2.81  -0.247
40 C -0.71 -2.59 -1.71  -0.187
41 C 0.14 -2.11 -0.69  -0.138
42 C -0.52 -1.29 0.49  0.092
43 O 0.53 -0.96 1.39  -0.556
44 C 0.45 -1.74 2.60  -0.258
45 C 1.50 -2.48 -0.74  -0.111
46 C 2.01 -3.14 -1.85  -0.321
47 H 3.20 -4.46 -5.32  0.219
48 H 3.65 -3.12 -4.19  0.188
49 H 3.45 -4.81 -3.56  0.188
50 H -0.84 -3.60 -3.62  0.242
51 H -1.78 -2.43 -1.61  0.214
52 H -1.26 -2.03 0.91  0.240
53 H 1.41 -1.66 3.12  0.214
54 H -0.37 -1.34 3.21  0.181
55 H 0.25 -2.80 2.37  0.191
56 H 2.18 -2.24 0.08  0.225
57 H 3.09 -3.35 -1.91  0.235

***

# 4
Density functional theory data (the ωB97M-V functional and the def2-TZVPD basis) for a structure of composition C20H34Cl2F5GeNO3SSi3TeW.

Calculated values
HOMO (alpha / beta): -11.12 / -11.31 eV
⟨S²⟩: 3.78
E: -6161.1338 Ha
2S+1: 4
Total charge: +1

Each line ends with the Mulliken spin population.
Geometry (Å):
1 W -0.92 -0.29 1.97  1.895
2 S 3.28 -2.16 1.66  -0.007
3 C 2.06 -3.34 1.72  0.183
4 C 0.97 -2.80 2.23  0.031
5 C 1.00 -1.36 2.39  0.231
6 C 2.36 -0.90 2.41  0.275
7 C 3.12 -0.08 3.32  0.096
8 C 2.79 0.04 4.69  0.104
9 C 3.70 0.65 5.51  -0.043
10 C 4.80 1.39 4.98  0.108
11 C 5.02 1.10 3.64  -0.017
12 N 4.33 0.36 2.86  0.064
13 H 2.22 -4.42 1.53  0.005
14 H 0.12 -3.29 2.61  0.004
15 H 1.90 -0.52 5.09  0.000
16 H 3.57 0.64 6.56  -0.001
17 H 5.62 1.89 5.57  0.002
18 H 5.82 1.64 3.10  -0.001
19 F -2.51 -4.43 2.81  0.000
20 Te -3.21 -2.66 3.38  0.044
21 F -0.55 -0.53 -0.20  0.021
22 F -2.05 -2.84 4.86  0.002
23 F -3.92 -1.11 4.41  0.001
24 F -2.68 0.56 1.76  0.042
25 O -1.71 -2.00 2.34  -0.002
26 Cl -1.33 4.37 3.28  0.002
27 C -0.02 3.10 3.87  0.002
28 Cl 0.35 2.93 5.62  0.001
29 C -0.19 1.76 3.13  0.021
30 O 0.31 1.40 2.03  -0.022
31 O -0.64 0.73 3.67  -0.056
32 H 0.90 3.53 3.43  0.000
33 C -1.69 -3.30 -3.06  0.000
34 Si -0.22 -2.09 -3.16  -0.002
35 C 0.45 -2.33 -4.93  0.000
36 C 1.00 -2.89 -1.91  0.006
37 Ge -0.99 0.00 -2.02  0.019
38 Si 0.66 1.70 -2.44  0.001
39 C 0.62 3.12 -1.26  0.000
40 C 0.65 2.30 -4.21  0.000
41 C 2.47 1.05 -2.48  0.000
42 Si -3.26 0.93 -2.07  -0.001
43 C -3.59 1.82 -3.70  0.000
44 C -4.21 -0.58 -1.55  -0.002
45 C -3.50 2.39 -0.88  -0.003
46 H -1.30 -4.14 -3.75  0.000
47 H -2.62 -2.94 -3.43  0.000
48 H -1.74 -3.88 -2.13  0.000
49 H 1.31 -1.73 -5.27  0.000
50 H -0.29 -2.04 -5.67  0.000
51 H 0.75 -3.38 -5.13  0.000
52 H 2.00 -2.46 -1.86  -0.001
53 H 1.19 -3.95 -2.13  -0.001
54 H 0.66 -2.98 -0.86  -0.005
55 H -0.35 3.20 -0.76  0.000
56 H 0.70 4.07 -1.80  0.000
57 H 1.43 3.13 -0.47  0.000
58 H 0.88 1.55 -4.99  0.000
59 H 1.41 3.05 -4.25  0.000
60 H -0.36 2.66 -4.43  0.000
61 H 2.58 -0.06 -2.35  0.000
62 H 2.95 1.55 -1.63  0.000
63 H 3.02 1.36 -3.35  0.000
64 H -2.88 2.60 -3.92  0.000
65 H -4.54 2.30 -3.65  0.000
66 H -3.61 1.07 -4.46  0.000
67 H -5.24 -0.54 -1.97  0.000
68 H -4.35 -0.60 -0.45  0.000
69 H -3.79 -1.54 -1.95  0.000
70 H -4.48 2.86 -0.94  0.000
71 H -2.84 3.25 -1.13  0.000
72 H -3.42 2.10 0.16  0.001